(1)
The following is a quantum chemistry calculation of a 3-piece molecular cluster, C23H39NO5 overall in a non-equilibrium geometry, from the OMol25 dataset.

SMILES string: CC(C)C[C@H](C)COc1cccc2c1C(=O)NC2=O.CCOCC.CCOCC
M, g/mol: 409.6
Orbital gap, eV: 9.106
HOMO energy, eV: -9.47

ORCA input file:
```
! wB97M-V def2-TZVPD RIJCOSX def2/J DEFGRID3
* xyz 0 1
C -3.314 0.989 -3.402
C -2.436 0.140 -4.379
C -2.040 1.055 -5.565
C -1.129 -0.312 -3.701
C -1.236 -1.558 -2.799
C -1.832 -2.800 -3.519
C -1.970 -1.280 -1.468
O -1.541 -2.285 -0.521
C -1.256 -1.821 0.726
C -1.992 -2.359 1.775
C -1.742 -1.980 3.065
C -0.764 -1.069 3.399
C -0.047 -0.524 2.374
C -0.282 -0.902 1.061
C 0.669 -0.164 0.138
O 0.763 -0.142 -1.062
N 1.503 0.582 1.029
C 1.075 0.510 2.377
O 1.478 1.155 3.316
H -2.682 1.569 -2.725
H -3.971 0.305 -2.854
H -3.959 1.629 -4.010
H -3.072 -0.685 -4.711
H -1.329 1.791 -5.167
H -1.478 0.467 -6.300
H -2.920 1.530 -6.002
H -0.756 0.518 -3.089
H -0.361 -0.512 -4.460
H -0.225 -1.842 -2.498
H -2.607 -3.298 -2.930
H -2.244 -2.567 -4.505
H -1.018 -3.510 -3.702
H -3.034 -1.480 -1.659
H -1.836 -0.257 -1.114
H -2.771 -3.087 1.579
H -2.315 -2.438 3.865
H -0.551 -0.786 4.423
H 2.475 0.267 1.052
C 4.397 -0.815 -1.604
C 5.393 -0.267 -0.600
O 5.358 -0.930 0.655
C 5.643 -2.318 0.637
C 7.023 -2.656 0.100
H 3.385 -0.760 -1.201
H 4.434 -0.238 -2.529
H 4.596 -1.858 -1.855
H 5.156 0.777 -0.393
H 6.410 -0.277 -1.008
H 4.866 -2.859 0.086
H 5.573 -2.651 1.674
H 7.141 -2.354 -0.941
H 7.197 -3.731 0.156
H 7.793 -2.145 0.680
C -3.643 3.674 2.738
C -3.515 3.116 4.146
O -2.571 2.067 4.261
C -1.233 2.388 3.916
C -0.628 3.495 4.759
H -3.910 2.881 2.037
H -4.414 4.444 2.706
H -2.711 4.121 2.390
H -4.473 2.693 4.450
H -3.287 3.913 4.862
H -1.162 2.625 2.847
H -0.661 1.482 4.066
H -1.161 4.440 4.637
H 0.412 3.659 4.474
H -0.665 3.232 5.817
*
```

---

(2)
The following is a quantum chemistry calculation of the molecule C9H8N2O in a non-equilibrium geometry, from the OMol25 dataset.

SMILES string: Nc1ccc2cccc(O)c2n1
M, g/mol: 160.2
ΔE to the lowest compared entry with this formula, charge and spin, eV: 3.235
Orbital gap, eV: 7.938
HOMO energy, eV: -7.91

ORCA input file:
```
! wB97M-V def2-TZVPD RIJCOSX def2/J DEFGRID3
* xyz 0 1
N -3.293 -0.829 -0.311
C -2.074 -0.374 -0.112
C -1.793 1.035 0.178
C -0.623 1.885 0.181
C 0.439 0.950 -0.034
C 1.783 1.330 -0.089
C 2.798 0.493 -0.159
C 2.630 -0.849 -0.101
C 1.359 -1.253 -0.090
O 1.076 -2.499 0.283
C 0.240 -0.431 -0.150
N -1.084 -1.249 -0.100
H -4.060 -0.282 0.415
H -3.495 -1.838 -0.343
H -2.668 1.694 0.246
H -0.586 2.921 0.222
H 2.120 2.379 -0.206
H 3.690 1.122 -0.168
H 3.497 -1.631 -0.220
H 0.043 -2.574 0.557
*
```

---

(3)
The following is a quantum chemistry calculation of the molecule C9H10N2S in a non-equilibrium geometry, from the OMol25 dataset.

SMILES string: CNCc1cc2cccnc2s1
M, g/mol: 178.3
ΔE to the lowest compared entry with this formula, charge and spin, eV: 1.325
Orbital gap, eV: 9.221
HOMO energy, eV: -8.52

ORCA input file:
```
! wB97M-V def2-TZVPD RIJCOSX def2/J DEFGRID3
* xyz 0 1
C 0.639 2.024 2.559
N 0.109 2.778 1.377
C 0.909 2.310 0.102
C 0.347 0.992 -0.342
C 0.907 -0.232 -0.529
C 0.000 -1.205 -0.981
C 0.164 -2.508 -1.305
C -0.915 -3.362 -1.528
C -2.197 -2.821 -1.445
N -2.381 -1.560 -1.026
C -1.329 -0.744 -0.881
S -1.421 1.000 -0.415
H 0.306 2.558 3.431
H 1.796 2.103 2.495
H 0.417 0.920 2.631
H 0.505 3.679 1.479
H 1.973 2.166 0.459
H 0.905 2.996 -0.740
H 1.974 -0.358 -0.599
H 1.251 -2.840 -1.326
H -0.900 -4.362 -1.882
H -3.059 -3.533 -1.532
*
```

---

(4)
The following is a quantum chemistry calculation of C8H10N2O2P as an isolated structure in a non-equilibrium geometry, from the OMol25 dataset.

M, g/mol: 197.2
ΔE to the lowest compared entry with this formula, charge and spin, eV: 3.982
Orbital gap (alpha / beta), eV: 7.533 / 7.532
HOMO energy (alpha / beta), eV: -13.11 / -13.11

ORCA input file:
```
! wB97M-V def2-TZVPD RIJCOSX def2/J DEFGRID3
* xyz 1 1
C 0.056 -3.196 0.286
C 0.065 -2.461 1.487
C 0.319 -2.569 -0.930
C 0.112 -1.077 1.493
C 0.425 -1.172 -0.998
C 0.249 -0.425 0.217
C -0.020 1.805 0.877
C 0.454 -0.478 -2.296
N 0.459 0.942 0.040
N -0.965 1.897 1.816
O -0.503 5.521 -0.954
O 0.231 3.443 -0.017
P -0.955 4.580 0.020
H -0.283 -4.289 0.346
H -0.151 -2.835 2.497
H 0.554 -3.112 -1.886
H 0.340 -0.468 2.307
H -0.375 0.186 -2.518
H 1.354 0.069 -2.317
H 0.360 -1.307 -2.995
H 0.884 1.125 -0.818
H -1.634 1.186 1.823
H -0.976 2.634 2.522
*
```

---

(5)
The following is a quantum chemistry calculation of the molecule C2H5NP2 in a non-equilibrium geometry, from the OMol25 dataset.

SMILES string: C=NP1#[PH]C1
M, g/mol: 105.0
ΔE to the lowest compared entry with this formula, charge and spin, eV: 1.106
Orbital gap, eV: 9.816
HOMO energy, eV: -9.01

ORCA input file:
```
! wB97M-V def2-TZVPD RIJCOSX def2/J DEFGRID3
* xyz 0 1
C 0.919 0.236 1.547
N 1.255 0.149 0.372
P 0.421 1.009 -0.844
P -1.660 0.416 -0.423
C -0.407 -0.352 -1.595
H 1.493 -0.167 2.249
H 0.010 0.753 1.797
H -1.220 -0.238 0.881
H -0.599 -0.369 -2.722
H -0.212 -1.436 -1.263
*
```

---

(6)
The following is a quantum chemistry calculation of C19H18IN3O3SZr as an isolated structure in a non-equilibrium geometry, from the OMol25 dataset.

M, g/mol: 586.6
Orbital gap, eV: 7.367
HOMO energy, eV: -15.33

ORCA input file:
```
! wB97M-V def2-TZVPD RIJCOSX def2/J DEFGRID3
* xyz 2 1
C 2.443 3.503 0.515
C 2.984 2.266 -0.231
H 1.665 4.050 -0.034
H 3.265 4.222 0.665
H 2.072 3.242 1.508
H 2.370 1.836 -1.072
H 3.846 2.588 -0.820
H 3.346 1.504 0.472
C -2.556 1.410 -0.983
C -3.814 1.355 -1.589
C -4.002 0.518 -2.697
C -2.942 -0.229 -3.186
H -2.352 2.017 -0.095
H -4.618 1.964 -1.179
H -4.987 0.437 -3.153
H -3.036 -0.906 -4.039
N -1.524 0.719 -1.509
C -1.699 -0.141 -2.551
C -0.557 -1.018 -2.846
N 0.659 -0.632 -2.342
C 1.717 -1.475 -2.401
C 0.402 -3.094 -3.617
C 1.618 -2.705 -3.053
H 2.643 -1.125 -1.931
H 2.486 -3.354 -3.088
C -0.693 -2.250 -3.492
H -1.688 -2.544 -3.824
H 0.303 -4.051 -4.135
Zr 0.587 1.005 -0.757
I 0.322 3.402 -2.222
O -0.047 -1.015 0.177
C -0.052 -0.456 1.332
N 0.364 0.860 1.356
S 0.417 1.508 2.922
O 1.752 1.965 3.236
O -0.706 2.401 3.052
C 0.150 -0.100 3.617
C 0.492 -0.573 4.881
C 0.291 -1.941 5.149
C -0.259 -2.804 4.185
C -0.514 -2.345 2.898
C -0.270 -0.991 2.635
H 0.904 0.120 5.615
H 0.574 -2.349 6.120
H -0.477 -3.840 4.434
H -0.882 -2.955 2.077
*
```

---

(7)
The following is a quantum chemistry calculation of the molecule C23H27ClN2O3, from the OMol25 dataset.

SMILES string: COc1ccc(CCCNC(=O)[C@@H]2CCC(=O)N(Cc3ccc(Cl)cc3)C2)cc1
M, g/mol: 414.9
ΔE to the lowest compared entry with this formula, charge and spin, eV: 0.387
Orbital gap, eV: 8.947
HOMO energy, eV: -8.35

ORCA input file:
```
! wB97M-V def2-TZVPD RIJCOSX def2/J DEFGRID3
* xyz 0 1
C 2.562 4.471 5.659
O 1.990 5.199 4.601
C 1.706 4.542 3.439
C 1.911 3.187 3.214
C 1.578 2.632 1.989
C 1.041 3.401 0.968
C 0.671 2.774 -0.347
C -0.826 2.906 -0.667
C -1.730 2.515 0.502
N -1.531 1.150 0.934
C -2.500 0.220 0.872
O -3.601 0.435 0.405
C -2.136 -1.177 1.393
C -1.147 -1.202 2.565
C 0.267 -1.604 2.116
C 0.617 -1.079 0.739
O 1.639 -0.460 0.496
N -0.310 -1.374 -0.196
C -0.142 -0.965 -1.576
C -0.100 -2.166 -2.482
C 0.943 -3.078 -2.362
C 0.990 -4.207 -3.156
C -0.019 -4.428 -4.081
Cl 0.032 -5.838 -5.080
C -1.067 -3.532 -4.215
C -1.103 -2.407 -3.410
C -1.558 -1.971 0.209
C 0.848 4.760 1.200
C 1.172 5.325 2.414
H 2.715 5.189 6.463
H 1.894 3.676 6.009
H 3.525 4.035 5.374
H 2.333 2.553 3.979
H 1.769 1.582 1.819
H 0.962 1.723 -0.329
H 1.235 3.255 -1.151
H -1.057 3.941 -0.925
H -1.062 2.286 -1.534
H -1.540 3.185 1.348
H -2.779 2.599 0.209
H -0.614 0.928 1.285
H -3.085 -1.637 1.680
H -1.488 -1.920 3.314
H -1.120 -0.226 3.053
H 1.016 -1.250 2.824
H 0.340 -2.694 2.070
H -0.962 -0.296 -1.861
H 0.805 -0.419 -1.626
H 1.726 -2.893 -1.642
H 1.802 -4.912 -3.064
H -1.845 -3.714 -4.939
H -1.920 -1.707 -3.514
H -1.412 -3.019 0.498
H -2.250 -1.945 -0.634
H 0.445 5.385 0.417
H 1.025 6.377 2.598
*
```

---

(8)
The following is a quantum chemistry calculation of C50H49AsF6MnN4O2P2SSeTe as an isolated structure in a non-equilibrium geometry, from the OMol25 dataset.

M, g/mol: 1282.4
ΔE to the lowest compared entry with this formula, charge and spin, eV: 0.000
Orbital gap (alpha / beta), eV: 4.196 / 5.851
HOMO energy (alpha / beta), eV: -8.96 / -8.97

ORCA input file:
```
! wB97M-V def2-TZVPD RIJCOSX def2/J DEFGRID3
* xyz 1 5
Mn 1.016 -0.043 -0.024
O 2.733 -0.663 0.658
P 3.343 -1.712 -0.291
C 2.343 -1.993 -1.817
P 2.185 -0.409 -2.742
O 2.118 0.657 -1.656
C 3.676 -0.292 -3.725
C 4.012 -1.289 -4.639
C 5.140 -1.146 -5.427
C 5.927 -0.006 -5.310
C 5.588 0.989 -4.406
C 4.459 0.852 -3.611
C 0.789 -0.355 -3.841
C 0.454 -1.404 -4.694
C -0.602 -1.249 -5.577
C -1.319 -0.061 -5.600
C -0.990 0.983 -4.744
C 0.070 0.841 -3.864
C 4.947 -1.138 -0.810
C 5.767 -1.925 -1.618
C 7.012 -1.453 -1.991
C 7.443 -0.208 -1.544
C 6.632 0.569 -0.732
C 5.375 0.109 -0.363
C 3.518 -3.284 0.535
C 3.607 -4.488 -0.162
C 3.881 -5.661 0.524
C 4.062 -5.633 1.900
C 3.960 -4.436 2.598
C 3.691 -3.259 1.919
H 1.367 -2.428 -1.574
H 2.892 -2.720 -2.422
H 3.394 -2.173 -4.754
H 5.402 -1.916 -6.140
H 6.805 0.107 -5.932
H 6.200 1.877 -4.320
H 4.189 1.621 -2.898
H 0.991 -2.345 -4.663
H -0.877 -2.064 -6.234
H -2.150 0.049 -6.284
H -1.563 1.902 -4.746
H 0.314 1.641 -3.177
H 5.443 -2.903 -1.956
H 7.649 -2.054 -2.625
H 8.422 0.154 -1.832
H 6.972 1.536 -0.387
H 4.723 0.716 0.252
H 3.463 -4.525 -1.235
H 3.950 -6.596 -0.015
H 4.278 -6.550 2.432
H 4.093 -4.420 3.671
H 3.612 -2.323 2.458
C -2.085 -4.159 1.540
C -0.609 -3.976 1.921
C 0.243 -5.079 1.272
C -0.417 -3.978 3.444
C -0.109 -2.708 1.363
N 0.339 -1.786 0.849
H -2.408 -5.127 1.926
H -2.215 -4.152 0.458
H -2.704 -3.380 1.975
H -0.111 -6.042 1.641
H 1.294 -4.972 1.537
H 0.143 -5.069 0.186
H -0.667 -4.976 3.808
H -1.065 -3.251 3.923
H 0.615 -3.756 3.717
Te -2.618 2.655 -0.176
C -2.600 3.494 -2.116
C -1.482 4.236 -2.497
C -1.377 4.743 -3.785
C -2.394 4.525 -4.706
C -3.510 3.791 -4.328
C -3.610 3.267 -3.045
C -4.634 2.062 -0.207
C -4.974 0.793 -0.664
C -6.304 0.396 -0.691
C -7.297 1.264 -0.259
C -6.959 2.529 0.204
C -5.631 2.928 0.234
H -0.682 4.424 -1.786
H -0.505 5.322 -4.064
H -2.321 4.933 -5.706
H -4.312 3.622 -5.036
H -4.485 2.691 -2.769
H -4.201 0.108 -0.996
H -6.563 -0.594 -1.046
H -8.334 0.954 -0.278
H -7.731 3.205 0.548
H -5.368 3.911 0.601
N 1.699 1.365 3.066
C 1.419 2.433 2.307
S 1.348 2.333 0.597
N 1.307 3.590 2.957
C 1.083 4.907 2.451
C 0.042 5.193 1.586
C -0.144 6.497 1.157
C 0.689 7.513 1.603
C 1.712 7.222 2.494
C 1.913 5.918 2.918
H 1.677 0.459 2.629
H 1.366 1.360 4.021
H 1.505 3.553 3.947
H -0.642 4.416 1.287
H -0.967 6.719 0.488
H 0.531 8.530 1.270
H 2.358 8.009 2.859
H 2.717 5.684 3.606
F -0.682 0.517 1.876
As -1.524 0.160 3.390
F -0.837 1.605 4.067
F -0.074 -0.713 3.868
F -2.879 1.038 2.811
F -2.122 -1.294 2.647
F -2.285 -0.241 4.868
Se -2.252 -2.223 -2.059
C -1.249 -0.948 -1.440
N -0.570 -0.075 -1.017
*
```

---

(9)
The following is a quantum chemistry calculation of a 3-piece molecular cluster, C3H10NO4 overall in a non-equilibrium geometry, from the OMol25 dataset.

M, g/mol: 124.1
ΔE to the lowest compared entry with this formula, charge and spin, eV: 3.209
Orbital gap, eV: 7.378
HOMO energy, eV: -3.58

ORCA input file:
```
! wB97M-V def2-TZVPD RIJCOSX def2/J DEFGRID3
* xyz -1 1
O -0.677 0.423 -1.971
C 0.295 0.389 -1.170
N 0.235 -0.491 -0.153
C -0.741 -1.734 0.080
O -0.078 -2.602 0.628
C 1.418 1.333 -1.161
H 1.144 -0.803 0.298
H -0.918 -1.975 -0.991
H -1.508 -1.195 0.729
H 1.053 2.236 -0.577
H 2.271 0.846 -0.660
H 1.903 1.572 -2.138
H 0.464 1.305 2.273
H 0.858 -0.023 2.286
O 1.174 0.816 2.643
H -1.884 0.549 0.764
H -1.674 1.128 -0.533
O -1.567 1.346 0.340
*
```

---

(10)
The following is a quantum chemistry calculation of the molecule C7H12O2 in a non-equilibrium geometry, from the OMol25 dataset.

SMILES string: CC(=O)[C@@H](C)C[C@@H]1CO1
M, g/mol: 128.2
ΔE to the lowest compared entry with this formula, charge and spin, eV: 1.232
Orbital gap, eV: 10.515
HOMO energy, eV: -9.64

ORCA input file:
```
! wB97M-V def2-TZVPD RIJCOSX def2/J DEFGRID3
* xyz 0 1
C 0.815 -2.235 -0.179
C 0.274 -1.042 0.564
O 0.653 -0.736 1.667
C -0.824 -0.269 -0.158
C -2.168 -0.680 0.456
C -0.606 1.246 -0.014
C 0.608 1.727 -0.764
C 1.977 1.742 0.016
O 1.274 2.876 -0.367
H 1.446 -2.836 0.470
H 0.001 -2.843 -0.571
H 1.402 -1.879 -1.027
H -0.819 -0.535 -1.219
H -2.983 -0.157 -0.040
H -2.333 -1.751 0.350
H -2.184 -0.432 1.515
H -0.488 1.490 1.044
H -1.488 1.766 -0.398
H 0.597 1.579 -1.843
H 2.037 1.570 1.083
H 2.809 1.400 -0.586
*
```

---

(11)
The following is a quantum chemistry calculation of C30H24N7PtSbSe as an isolated structure in a non-equilibrium geometry, from the OMol25 dataset.

M, g/mol: 878.4
Orbital gap (alpha / beta), eV: 7.200 / 6.610
HOMO energy (alpha / beta), eV: -12.80 / -13.69

ORCA input file:
```
! wB97M-V def2-TZVPD RIJCOSX def2/J DEFGRID3
* xyz 2 3
Pt -0.013 0.859 0.101
C -0.265 1.288 -3.219
C -0.097 2.566 -2.438
C -0.057 3.779 -3.110
C 0.092 4.962 -2.414
C 0.201 4.924 -1.029
C 0.167 3.707 -0.378
N 0.017 2.547 -1.082
Sb 0.370 3.668 1.791
C 2.032 2.307 1.556
C 3.210 2.555 2.232
C 4.342 1.815 1.917
C 4.275 0.915 0.875
C 3.081 0.698 0.200
C 3.092 -0.141 -1.040
N 1.948 1.330 0.609
C -2.137 1.665 0.949
C -3.307 2.161 1.464
C -4.471 1.668 0.875
C -4.396 0.742 -0.156
C -3.168 0.289 -0.624
C -3.063 -0.692 -1.746
N -2.068 0.789 -0.023
H -1.213 1.299 -3.763
H 0.532 1.186 -3.961
H -0.253 0.426 -2.568
H -0.147 3.777 -4.191
H 0.126 5.909 -2.944
H 0.313 5.839 -0.460
H 3.245 3.330 2.989
H 5.274 1.978 2.448
H 5.160 0.381 0.547
H 3.651 0.395 -1.816
H 3.596 -1.095 -0.876
H 2.097 -0.323 -1.398
H -3.330 2.883 2.270
H -5.439 2.012 1.227
H -5.298 0.360 -0.621
H -3.551 -0.298 -2.642
H -2.029 -0.914 -1.974
H -3.572 -1.623 -1.483
Se 0.093 -6.724 2.749
N 0.024 -5.097 3.423
C 0.030 -4.298 2.395
C -0.014 -2.847 2.533
C -0.085 -2.281 3.803
C -0.141 -0.921 3.930
C -0.119 -0.159 2.782
N -0.036 -0.672 1.545
C 0.007 -2.036 1.385
C 0.069 -2.678 0.034
N 0.110 -1.896 -1.053
C 0.197 -2.454 -2.251
C 0.220 -3.827 -2.462
C 0.165 -4.646 -1.364
C 0.099 -4.075 -0.094
C 0.078 -4.908 1.098
N 0.114 -6.208 1.063
H -0.098 -2.940 4.668
H -0.203 -0.435 4.895
H -0.173 0.911 2.855
H 0.253 -1.779 -3.105
H 0.281 -4.223 -3.470
H 0.180 -5.728 -1.451
*
```